{
  "formula": "C29H39FeO2Si",
  "method": "the ωB97M-V functional and the def2-TZVPD basis",
  "orbital_gap_ev": [1.46, 8.25],
  "spin_multiplicity": 5,
  "total_charge": -1,
  "lumo_ev": [2.3523, 2.1528],
  "energy_ev": -77059.6391,
  "s2": 6.042,
  "elements": ["H", "C", "O", "H", "C", "H", "H", "C", "H", "C", "H", "H", "H", "H", "C", "C", "H", "C", "H", "H", "H", "H", "H", "C", "C", "H", "C", "C", "C", "H", "C", "C", "C", "C", "H", "C", "H", "H", "Si", "H", "H", "H", "Fe", "C", "H", "H", "H", "C", "H", "C", "H", "C", "H", "H", "C", "H", "H", "C", "O", "H", "C", "C", "C", "H", "C", "C", "H", "H", "H", "C", "H", "H"],
  "positions_angstrom": [[-7.9818, -3.9607, 3.6517], [-2.1988, -2.3077, 7.2396], [0.6285, -0.5937, 1.4981], [2.0849, -4.8886, 6.0191], [-2.6861, -2.7701, 5.9769], [-3.8664, -3.2130, 2.6435], [-6.6228, -3.4239, 5.9899], [-6.6792, -0.3645, 5.1790], [-1.9683, 2.7517, 0.1976], [-2.6504, -1.1213, 2.3899], [-8.7975, -1.0267, 4.7631], [-6.6518, -0.3506, 6.2672], [0.6255, 1.4320, 3.3561], [-2.7959, -1.5844, 7.7958], [-0.3276, 1.1646, 2.8711], [-5.6326, 0.1055, 4.2961], [-4.7001, 0.5645, 4.6189], [2.9071, -1.0424, -0.2327], [-0.9571, -2.0513, 3.3905], [2.4155, 1.9611, 0.2236], [-2.7800, -2.1515, 2.0294], [-3.1192, 1.5414, 2.3905], [-0.1050, -4.8480, 5.1588], [1.6304, -5.2356, 6.9554], [3.0323, -1.0506, 2.8492], [-1.2615, 1.1423, 0.0062], [-3.0032, 1.2505, 1.3376], [-3.8923, -2.2314, 5.4847], [-6.9804, -3.5594, 3.7502], [-6.2940, -3.4528, 1.5733], [-0.7166, -4.1776, 5.7626], [-0.6893, 2.2439, 1.8240], [-6.1319, 0.0324, 2.9384], [2.5945, 1.5874, 1.2426], [3.6569, 1.7458, 1.4824], [-4.7910, -3.0742, 3.1871], [3.9910, -1.2148, -0.1502], [2.4160, -5.4969, 7.6638], [2.2828, -0.2571, 1.3420], [2.7411, -0.3953, -1.1045], [-2.3084, -4.0996, 4.3145], [-1.1428, 3.0698, 2.3977], [-6.2264, -1.7400, 3.8021], [-7.8271, -0.7142, 4.3695], [-4.1586, -0.5244, 1.0404], [4.1229, -1.1282, 2.7541], [-3.8657, 1.6923, 0.8095], [-1.6974, 1.8356, 0.7480], [-8.1638, -0.5867, 2.1329], [-1.9250, -3.7284, 5.2669], [0.2253, 2.6079, 1.3375], [-3.1010, -0.2643, 1.1918], [2.8006, -0.4650, 3.7485], [2.0048, 2.1889, 1.9437], [-4.8702, -2.9025, 4.6411], [-5.6149, 0.4216, 2.0591], [-4.2238, -1.3185, 5.9976], [-0.3065, -0.2556, 2.3988], [0.8763, -4.1980, 7.6183], [-0.6418, -2.4405, 8.7169], [-0.2661, -3.7504, 7.0369], [-7.4891, -0.4796, 2.9774], [-6.2548, -3.3069, 4.9733], [-1.0858, 1.1817, 3.6707], [-1.0271, -2.7922, 7.7627], [-6.0772, -3.3219, 2.6309], [2.4220, -2.0073, -0.4264], [-2.5524, -0.6053, 0.2991], [0.9847, -6.0944, 6.7562], [-1.2609, -1.1422, 2.8423], [-3.3376, -0.9605, 3.2392], [2.6218, -2.0615, 2.9839]],
  "atomic_forces_ev_per_a": [[0.00, 0.47, 0.17], [0.09, -0.12, -0.57], [0.99, -0.36, -1.63], [-0.15, 0.06, 0.13], [0.27, -0.02, 0.16], [-0.47, 0.78, 0.06], [-0.09, 0.32, -0.33], [-0.35, 1.02, -0.95], [0.22, -0.21, 0.03], [-0.60, -0.53, -0.99], [0.54, -0.19, -0.28], [0.13, -0.35, -0.37], [-0.09, 0.13, -0.01], [0.18, -0.11, -0.14], [-0.28, -0.28, 0.50], [-1.27, 0.60, -0.20], [-0.09, -0.51, -0.20], [-0.02, -0.06, -0.18], [-0.19, 0.58, 0.19], [0.03, -0.06, 0.24], [-0.34, 0.28, 0.19], [0.06, -0.02, -0.11], [-0.20, 0.09, 0.24], [-0.34, 0.49, 0.24], [0.25, 0.12, 0.00], [-0.11, 0.18, 0.41], [0.05, 0.09, -0.50], [-0.21, -0.05, 1.16], [1.04, -0.60, -0.06], [0.02, 0.03, 0.37], [0.36, -0.03, 0.56], [0.04, 0.07, 0.05], [-0.59, 0.93, 0.35], [0.33, 0.14, 0.00], [-0.16, 0.06, -0.12], [-0.05, -0.64, 0.70], [-0.25, 0.03, 0.01], [-0.07, -0.05, -0.11], [-0.96, -0.31, 0.46], [-0.02, -0.12, 0.16], [0.23, 0.11, 0.21], [0.31, 0.01, -0.27], [-0.14, -0.05, 0.23], [0.32, 1.08, -0.28], [0.29, -0.14, -0.11], [-0.14, 0.00, 0.13], [0.28, -0.03, 0.12], [-0.33, 0.32, 0.13], [0.28, -0.17, 0.19], [-0.25, 0.12, 0.32], [-0.37, 0.05, 0.12], [0.04, -0.41, 0.36], [0.05, -0.14, -0.09], [0.30, -0.24, -0.13], [-1.27, -1.20, -1.81], [-0.21, -0.43, 0.40], [-0.05, -0.56, -0.12], [2.12, 3.20, -0.03], [0.03, -0.08, -0.28], [-0.07, -0.15, -0.11], [-0.35, 0.12, -0.48], [0.11, 1.16, 0.67], [0.97, -0.59, -0.29], [0.24, 0.14, -0.13], [0.59, -0.53, -0.31], [0.01, -1.53, 1.13], [0.11, 0.16, 0.09], [-0.17, 0.21, 0.17], [0.10, -0.04, 0.01], [-0.95, -2.24, 0.77], [0.14, -0.19, -0.24], [0.09, 0.21, -0.02]]
}

{
  "formula": "C32H29CrN7OS3",
  "method": "the ωB97M-V functional and the def2-TZVPD basis",
  "orbital_gap_ev": [5.47, 5.64],
  "spin_multiplicity": 4,
  "total_charge": -1,
  "de_lowest_kcal_mol": 15.9,
  "lumo_ev": [1.7132, 1.7132],
  "energy_ev": -107062.2802,
  "s2": 3.806,
  "elements": ["C", "N", "H", "C", "H", "H", "C", "H", "C", "C", "H", "S", "H", "H", "C", "H", "O", "C", "C", "C", "H", "H", "H", "C", "H", "H", "H", "C", "S", "C", "C", "H", "N", "C", "C", "H", "H", "C", "C", "H", "C", "Cr", "H", "H", "C", "N", "C", "H", "C", "H", "C", "C", "C", "N", "H", "C", "H", "H", "H", "S", "C", "N", "C", "C", "C", "H", "C", "N", "N", "H", "H", "C", "C"],
  "positions_angstrom": [[-6.7086, -0.1320, -1.2571], [-8.0887, -3.3364, -1.3591], [4.4534, -3.2664, 1.7359], [-1.0388, 0.3902, 1.0811], [1.0417, -1.6191, -0.5970], [-0.1581, -0.6518, -2.4755], [0.0110, -0.4305, 0.8467], [6.0850, -5.6332, -1.7312], [4.0301, -0.0552, 0.7619], [3.4733, -0.4104, 3.0337], [-3.5406, -0.9194, 0.7964], [-1.6408, 4.0228, 0.7691], [-2.6720, 1.6461, 4.9227], [1.4184, 2.8867, 4.3601], [-0.5833, 2.1990, 4.8491], [7.5125, -3.9717, -0.0027], [3.8714, -0.6707, -2.2056], [3.8062, -1.7256, 2.8951], [0.3727, -0.7707, -0.4204], [6.9624, -3.0168, 0.1712], [7.6220, -2.2160, -0.1927], [0.4950, -0.9217, 1.6585], [6.6822, -2.7992, 1.1968], [4.2639, -2.2275, 1.6612], [-6.1843, 1.9167, -1.1448], [7.5366, -4.6851, -2.2620], [-2.2250, -0.0016, -4.0468], [-4.4588, -0.6561, 0.2681], [-3.8068, 2.0896, 2.4517], [-2.2387, 2.6167, 3.1080], [-1.3795, 0.6355, -1.2379], [3.6120, -2.4146, 3.6130], [5.7651, -3.0382, -0.6207], [-2.0681, 1.0420, -3.7693], [-4.7214, 0.6707, -0.1435], [-0.2969, 1.7157, 5.7965], [6.1936, -4.9227, -3.3538], [-1.3010, 3.3974, 2.3576], [-1.9008, 2.1297, 4.3735], [0.7253, 4.0523, 2.3122], [5.1198, -2.6291, -2.7281], [-3.3621, 2.2048, 0.1792], [3.0277, -0.0719, 3.9764], [3.1436, 1.4231, 2.0048], [-0.3305, -0.2228, -1.4872], [-3.7237, 2.9898, -2.7117], [3.5447, 0.4162, 1.9544], [-2.7561, 1.6614, -4.3301], [-5.3393, -1.6937, -0.0325], [4.6646, -2.7628, -3.7561], [-7.3615, -2.4740, -1.1088], [6.4521, -4.7196, -2.3130], [-4.4465, 3.9035, -2.0628], [-5.0735, 4.8108, -2.9349], [-5.1127, 5.7213, -2.4922], [4.4950, -1.3820, 0.6211], [-4.5592, 4.7753, -3.8391], [-5.0878, -2.6713, 0.4178], [-1.0175, 1.1604, -4.0396], [-4.7872, 4.0310, -0.4082], [-6.4319, -1.4754, -0.8181], [-1.6829, 0.8791, 0.0346], [0.3706, 2.8923, 4.1092], [-0.0167, 3.5387, 2.9149], [-2.2489, 1.2922, -2.2635], [-1.4470, 0.7252, 2.0030], [4.6049, -1.5709, -1.8955], [-3.0359, 2.2163, -1.8446], [5.0338, -1.8315, -0.5822], [-7.5809, -0.0570, -1.8893], [4.1541, 0.5558, -0.1115], [-5.9084, 0.9127, -0.8449], [5.7778, -3.4664, -1.9220]],
  "atomic_forces_ev_per_a": [[0.05, -1.74, 0.57], [0.13, 0.37, 0.10], [0.39, -0.93, -0.87], [-0.59, 0.80, -1.33], [0.14, 0.67, 0.04], [0.07, 0.55, 0.08], [1.06, -1.01, 1.24], [0.53, 1.33, -0.50], [1.20, -0.52, -0.96], [-0.90, -0.14, 1.78], [-0.28, 0.25, 0.05], [-0.47, -0.47, -0.28], [-0.38, -0.53, 0.43], [0.15, 0.12, 0.35], [-0.09, 0.07, 0.36], [-0.58, 0.61, 0.65], [-0.72, 1.01, -0.16], [0.46, 1.01, -2.89], [-0.43, -0.68, -1.25], [1.03, -0.22, -0.62], [0.01, 0.03, 0.15], [0.39, -0.11, 0.63], [0.34, -0.40, 0.16], [-0.12, 0.05, 2.41], [0.09, -0.02, 0.02], [0.13, 0.08, 0.18], [-0.43, -0.16, 0.30], [-0.31, 0.56, -0.61], [0.28, 0.20, 0.19], [0.04, 0.38, -0.13], [-0.41, -0.02, -0.12], [-0.37, -1.78, 2.33], [-0.95, 0.00, 0.54], [0.42, -0.67, 1.06], [0.51, -0.31, 0.50], [-0.25, 0.24, -0.48], [0.08, 0.05, 0.04], [0.17, -0.72, 0.89], [1.17, 0.42, -0.51], [0.00, 0.04, 0.11], [-1.39, 0.04, -1.29], [0.71, 0.86, 0.50], [0.28, 0.02, -0.37], [0.19, -0.01, 0.02], [0.37, -1.13, -0.89], [-0.17, 0.58, 0.46], [-0.29, 0.98, -0.92], [0.22, 0.17, -0.04], [1.66, -0.72, 1.29], [1.16, 0.06, 1.41], [-0.89, -1.66, -0.51], [-0.51, -1.81, 0.16], [-0.49, -0.15, -1.25], [1.18, -0.53, -0.24], [-0.16, 0.00, -0.36], [-1.06, 0.92, -0.08], [-0.70, 0.39, 0.94], [-0.47, 0.37, -0.57], [0.00, 0.62, -0.10], [0.00, 0.02, 0.11], [-0.32, 2.67, -0.40], [-1.85, 1.49, 0.14], [-0.71, 0.30, -1.03], [0.04, -0.68, 0.33], [0.82, -0.07, -1.42], [0.08, -0.22, 0.91], [-0.31, 0.20, 0.39], [0.15, -0.58, 0.55], [1.03, -0.56, -1.28], [-0.11, 0.53, -0.02], [-0.25, 0.43, -0.10], [-0.24, -0.52, -0.62], [0.47, -0.45, -0.20]]
}

{
  "formula": "C21H26F4N6ORbSe",
  "method": "the ωB97M-V functional and the def2-TZVPD basis",
  "orbital_gap_ev": 7.85,
  "total_charge": 1,
  "de_lowest_kcal_mol": 0.0,
  "lumo_ev": -2.2298,
  "energy_ev": -110052.1219,
  "elements": ["C", "H", "H", "H", "C", "H", "N", "H", "H", "C", "H", "H", "C", "H", "C", "C", "C", "O", "H", "C", "H", "H", "C", "C", "F", "N", "H", "C", "N", "C", "C", "C", "C", "C", "H", "C", "H", "H", "N", "H", "H", "Rb", "H", "H", "F", "H", "C", "H", "C", "F", "H", "H", "F", "N", "H", "Se", "C", "H", "C", "N"],
  "positions_angstrom": [[-1.8731, 0.4361, 3.1416], [-2.2961, 2.0251, -4.1058], [1.7349, 5.3715, 3.9086], [-1.1328, 1.5565, -2.8433], [4.3394, -0.4334, -1.1250], [-2.4600, -1.5872, 3.3056], [-1.3631, 1.4270, 2.1857], [0.2307, -0.1966, -7.5356], [2.9856, -3.2489, -0.1584], [1.6623, 3.4239, 3.0258], [-1.7815, -2.1183, 0.1552], [-1.1469, 0.4012, 3.9547], [3.8760, -1.1669, 1.1192], [3.4432, -1.8915, 1.8005], [4.5061, -0.0360, 1.6136], [-1.8052, 1.1875, -3.6181], [0.8635, 2.3946, 2.5738], [-0.8956, 1.8356, 0.1295], [1.7570, -2.2193, -6.0687], [-1.0835, 3.6349, 3.1632], [3.1952, -2.6854, -1.7132], [0.5773, -3.0310, -5.0101], [-0.2737, 4.6675, 3.6223], [0.6984, -2.3943, -5.8821], [-2.4062, 3.7486, 3.2361], [-1.5639, 1.1801, 0.9140], [-2.5422, 0.5334, -3.1581], [-0.8280, 0.8634, -5.9144], [0.0308, -1.1345, -5.6114], [0.0528, -2.0225, 2.9547], [-0.1465, -0.1218, -6.5323], [3.7942, -1.3823, -0.2574], [-0.5365, -0.7822, -4.4409], [5.0519, 0.9040, 0.7514], [5.3973, 1.4110, -1.3053], [1.0999, 4.5705, 3.5580], [5.5469, 1.7826, 1.1399], [4.2725, -0.5886, -2.1961], [3.0139, -2.4337, -0.7530], [-0.2685, -2.9576, 0.5281], [-1.7422, -3.3748, 1.4121], [0.9194, -0.0835, -0.3058], [4.5707, 0.1111, 2.6839], [0.9568, -2.4183, 2.4890], [2.9879, 3.3027, 2.9388], [-2.8156, -0.8846, 1.7369], [4.9663, 0.6947, -0.6178], [0.2416, -2.8655, -6.7500], [-1.1821, -2.5432, 0.9612], [1.4009, 1.2812, 2.0514], [-1.1656, 1.8200, -6.2677], [0.3585, -1.2287, 3.6367], [-0.8428, 5.7569, 4.1261], [-0.8420, -1.5080, 1.9306], [-0.4076, -2.8283, 3.5451], [-0.6146, -1.7811, -2.8689], [-2.0540, -0.9386, 2.5122], [-2.8214, 0.7750, 3.5634], [-0.5212, 2.4851, 2.6287], [-1.0632, 0.4458, -4.6200]],
  "atomic_forces_ev_per_a": [[-0.06, -0.04, 0.06], [-0.01, 0.00, 0.01], [-0.03, 0.03, 0.02], [-0.06, 0.01, 0.00], [-0.03, -0.10, 0.04], [0.02, -0.01, -0.04], [0.09, -0.02, 0.01], [-0.02, 0.02, -0.03], [0.04, -0.03, -0.05], [0.03, -0.02, -0.01], [-0.01, 0.01, -0.01], [-0.02, 0.00, -0.01], [0.04, -0.04, -0.02], [0.02, -0.02, 0.01], [0.03, 0.01, 0.03], [0.06, -0.01, 0.08], [-0.34, -0.04, -0.10], [-0.43, 0.60, 0.17], [0.00, -0.03, -0.01], [0.04, 0.03, -0.01], [-0.02, -0.02, 0.00], [0.01, -0.01, -0.02], [-0.02, -0.09, -0.02], [0.01, 0.00, 0.00], [-0.01, -0.01, -0.01], [0.17, -0.17, -0.15], [-0.01, 0.02, 0.00], [0.05, 0.03, -0.08], [-0.12, 0.10, 0.02], [0.07, -0.03, 0.04], [0.01, 0.12, -0.06], [-0.19, 0.23, -0.01], [-0.02, -0.24, 0.60], [0.02, 0.02, -0.02], [0.00, 0.02, 0.01], [0.05, -0.12, -0.08], [0.00, 0.01, 0.01], [0.02, 0.00, 0.00], [0.00, -0.12, 0.05], [-0.01, 0.00, 0.00], [0.01, 0.00, 0.00], [0.38, -0.52, -0.33], [0.00, 0.00, 0.01], [-0.01, -0.01, 0.00], [0.00, -0.02, 0.01], [0.02, 0.04, -0.02], [0.02, 0.01, -0.02], [0.02, -0.02, 0.00], [0.00, -0.09, 0.03], [0.24, 0.04, 0.17], [0.00, 0.01, -0.06], [-0.01, 0.01, 0.00], [-0.04, 0.00, 0.00], [-0.03, 0.31, -0.03], [0.00, 0.00, -0.01], [0.06, 0.11, -0.22], [-0.16, -0.17, 0.11], [0.01, -0.01, -0.02], [0.11, 0.30, 0.15], [0.01, -0.10, -0.21]]
}